# 1
# C48H72Cl2InN7O3PS

A molecular structure, C48H72Cl2InN7O3PS (wB97M-V/def2-TZVPD, the Open Molecules 2025 dataset).

net charge	+1
gap between HOMO and LUMO	7.8	eV
LUMO level	-2.0240	eV
multiplicity	1
calculated total energy	-4331.35228	Eh
E_HOMO	-9.777	eV
maximum force	0.6	eV/Å

```
135
Properties=species:S:1:pos:R:3:forces:R:3
In 0.64700 -0.94233 0.74766 -0.3 0.1 -0.4
C 0.10047 -4.27157 -2.54804 0.0 0.0 0.1
C 0.04415 -3.62386 -1.29901 -0.1 -0.2 0.0
N 0.70928 -2.53384 -1.01999 0.0 0.1 -0.2
C 1.51024 -1.98462 -1.98467 0.0 0.1 0.1
C 1.59656 -2.54165 -3.27372 0.0 0.0 -0.1
C 0.86541 -3.72323 -3.53186 0.0 0.1 -0.1
C 2.40523 -1.91313 -4.25181 0.0 0.0 0.0
C 3.08583 -0.77641 -3.93305 0.0 0.0 0.0
C 3.02885 -0.23505 -2.63105 0.0 0.0 0.0
C 2.29266 -0.83259 -1.64207 -0.1 -0.2 -0.2
N 2.33614 -0.43594 -0.29663 0.3 0.4 0.0
C 3.51990 -0.80794 0.35383 0.1 -0.2 0.2
C 4.73144 -0.21304 0.12006 0.0 0.0 0.1
C 5.90843 -0.66523 0.75442 0.0 0.0 0.0
C 5.87939 -1.70723 1.63126 -0.1 -0.1 0.0
C 4.64837 -2.34785 1.91715 0.1 0.0 0.0
C 4.54309 -3.43855 2.80755 0.0 0.0 0.0
C 3.32873 -4.01541 3.03222 0.0 0.0 0.0
C 2.20068 -3.47818 2.38686 -0.1 -0.2 0.1
N 2.26001 -2.46616 1.56100 0.1 0.1 0.1
C 3.47288 -1.89681 1.29120 -0.1 0.1 -0.1
H -0.46656 -5.17687 -2.70275 0.0 0.0 0.0
H -0.56862 -4.03485 -0.50801 -0.1 0.0 0.0
H 0.91892 -4.17569 -4.51421 0.0 0.0 0.0
H 2.46833 -2.34593 -5.24058 0.0 0.0 -0.1
H 3.69331 -0.28102 -4.67793 0.0 0.0 0.0
H 3.57827 0.66524 -2.40229 0.0 0.0 0.0
H 4.77740 0.62779 -0.55549 0.0 0.1 0.0
H 6.84369 -0.17060 0.53503 0.1 0.0 0.0
H 6.78060 -2.06066 2.11103 0.1 0.0 0.0
H 5.43430 -3.80764 3.29844 0.0 0.0 0.0
H 3.21288 -4.85848 3.69765 0.0 0.0 0.0
H 1.22051 -3.90063 2.56690 0.0 0.0 0.0
O -0.64729 -0.03718 -1.06165 0.1 0.0 -0.1
P -1.97981 0.42264 -1.60322 -0.1 0.0 0.2
C -3.36647 -0.68947 -1.13422 -0.1 0.0 0.0
C -4.61079 -0.69217 -2.06797 0.0 0.0 0.0
C -5.11424 -2.10263 -2.37197 -0.1 0.0 0.0
C -5.27958 -2.94964 -1.11424 0.0 0.0 0.0
C -4.01722 -2.92495 -0.22900 0.0 0.0 0.0
C -2.88824 -2.10896 -0.84711 0.2 0.0 0.0
C -1.88799 0.55606 -3.41273 0.1 0.0 0.0
C -0.66782 1.40551 -3.83039 0.0 0.1 0.1
C -0.22453 1.11734 -5.27324 0.0 0.0 0.0
C -1.37719 0.58366 -6.10962 0.0 0.0 -0.1
C -1.81947 -0.77647 -5.57173 0.0 -0.1 -0.1
C -1.77122 -0.83611 -4.03705 -0.1 0.0 0.0
C -2.52655 2.01719 -0.91792 0.0 0.0 0.0
C -3.81720 2.56810 -1.58105 0.0 0.0 0.0
C -3.53822 3.80631 -2.42575 -0.1 0.0 -0.1
C -2.93977 4.94139 -1.58564 0.0 0.1 -0.1
C -2.06829 4.40493 -0.44195 0.0 0.0 0.1
C -1.42925 3.08123 -0.84712 0.1 0.0 0.0
H -3.66737 -0.27955 -0.16188 0.0 0.0 0.0
H -4.40863 -0.18624 -3.01149 0.0 0.0 -0.1
H -5.41457 -0.12624 -1.59125 0.0 0.0 0.0
H -4.42871 -2.60069 -3.06156 0.1 0.0 0.0
H -6.06864 -2.03314 -2.89730 0.0 0.0 0.0
H -5.51729 -3.97384 -1.40626 0.0 0.0 0.0
H -6.14102 -2.59007 -0.54840 0.0 0.0 0.0
H -3.67322 -3.94338 -0.03409 0.0 0.0 0.0
H -4.24745 -2.48793 0.74652 0.0 0.0 0.0
H -2.52807 -2.58088 -1.76282 0.0 -0.1 0.0
H -2.04944 -2.05435 -0.15772 0.0 0.0 0.0
H -2.80669 1.03217 -3.76331 -0.1 0.1 0.0
H 0.15837 1.20872 -3.14187 0.0 0.0 0.0
H -0.91167 2.46485 -3.73378 0.0 0.0 0.0
H 0.58257 0.38279 -5.26991 0.1 -0.1 0.0
H 0.18727 2.02670 -5.71437 0.0 0.0 0.0
H -1.09161 0.49609 -7.15878 0.0 0.0 0.0
H -2.20947 1.29308 -6.07835 0.0 0.0 0.0
H -1.16355 -1.55304 -5.97454 0.0 0.0 0.0
H -2.82662 -1.00977 -5.92340 0.0 0.0 0.0
H -0.83039 -1.26273 -3.69848 0.2 -0.1 0.0
H -2.55771 -1.49719 -3.67706 0.0 -0.1 0.1
H -2.77392 1.75349 0.11668 0.1 0.0 0.0
H -4.53456 2.82539 -0.79840 0.0 0.0 0.0
H -4.31076 1.81205 -2.18790 0.0 0.0 0.0
H -4.46099 4.14286 -2.90274 0.0 0.0 0.0
H -2.85817 3.53942 -3.23940 0.0 0.0 0.0
H -3.73739 5.56795 -1.18230 0.0 0.0 0.0
H -2.33837 5.58412 -2.23362 0.0 0.0 0.0
H -2.67963 4.24271 0.45256 0.0 0.0 0.0
H -1.31265 5.14391 -0.17184 0.0 0.0 0.0
H -0.64818 2.74623 -0.16226 -0.1 0.1 0.0
H -0.93160 3.20342 -1.80823 0.1 0.0 0.0
C -0.94394 1.57312 2.79260 -0.2 0.0 0.1
C -1.46703 0.13463 2.78749 0.0 0.1 -0.1
C -2.99315 0.13652 2.79971 0.0 0.0 0.0
C -0.96462 -0.63908 3.99842 0.0 0.0 0.0
O -1.09477 -0.47972 1.56325 -0.1 -0.4 0.3
H -1.23144 2.09509 3.70696 0.0 0.0 0.0
H -1.36057 2.11254 1.94216 0.0 0.0 -0.1
H 0.14016 1.58985 2.71775 0.2 0.0 0.0
H -3.37548 0.54987 3.73148 0.0 0.0 0.1
H -3.36133 -0.88395 2.69731 0.0 -0.1 0.0
H -3.39191 0.72953 1.97865 0.0 0.1 -0.1
H -1.10641 -0.05692 4.91012 0.0 0.0 0.1
H 0.09300 -0.85413 3.89007 0.0 0.0 0.0
H -1.50408 -1.57865 4.10916 0.0 0.0 0.0
Cl -1.38421 -3.47386 2.07539 -0.1 -0.1 0.1
C -1.65857 -5.20820 2.34845 -0.1 0.0 0.1
Cl -0.53657 -6.21522 1.42989 0.0 0.0 0.0
H -2.67273 -5.43213 2.03020 0.1 0.0 0.0
H -1.51845 -5.40806 3.40662 0.0 0.0 -0.1
C 3.04615 2.28961 2.21768 -0.1 0.0 -0.1
N 2.90671 1.80388 3.57537 -0.1 0.0 0.0
C 3.39581 2.67364 4.63173 0.0 0.1 0.0
C 3.94933 1.85468 5.77584 0.0 0.0 0.0
C 2.88489 0.86829 6.20336 0.0 0.0 0.1
N 2.46529 0.06954 5.06369 0.0 0.1 0.0
C 2.08237 -1.29265 5.34941 0.0 -0.2 0.0
C 2.43184 0.55465 3.79142 0.1 -0.1 -0.1
O 2.00486 -0.14276 2.85385 -0.2 0.1 -0.1
H 4.07383 2.16491 1.86402 0.0 0.0 0.0
H 2.79026 3.34809 2.18887 0.0 0.0 0.0
H 2.38749 1.75464 1.53828 0.1 0.0 0.0
H 2.58400 3.32184 4.98600 0.0 0.0 0.0
H 4.16253 3.32000 4.20242 0.0 0.0 0.0
H 4.23559 2.49892 6.60728 0.0 0.0 0.0
H 4.83635 1.31048 5.44331 0.0 0.0 0.0
H 2.02464 1.39147 6.63962 0.0 0.0 0.0
H 3.26634 0.18423 6.96389 0.0 0.0 0.0
H 2.91438 -1.80941 5.83363 0.0 0.0 0.0
H 1.84295 -1.80485 4.42504 0.0 0.0 0.0
H 1.21559 -1.32742 6.01272 0.0 0.0 0.0
N 2.55732 5.51579 -1.39571 0.0 -0.1 0.0
C 2.03514 4.51241 -0.66001 0.0 0.0 0.0
N 1.44068 4.89120 0.49961 0.0 0.0 0.0
S 2.11122 2.91709 -1.13009 0.1 0.0 0.0
H 2.67899 6.44005 -1.02226 0.0 0.1 0.0
H 3.08129 5.26118 -2.21413 0.0 0.0 0.0
H 1.17675 5.84969 0.65282 0.0 0.0 0.0
H 0.91312 4.18583 0.98864 0.0 0.0 -0.1
```
Forces are in eV/Å.

# 2
# C5H11N2

A gas-phase ion, C5H11N2 (charge +1) in a non-equilibrium geometry (wB97M-V/def2-TZVPD, the Open Molecules 2025 dataset).

SMILES	C=C(NC)[N+](=C)C
net charge	+1
gap between HOMO and LUMO	7.7	eV
LUMO level	-5.2025	eV
multiplicity	1
calculated total energy	-306.27689	Eh
E_HOMO	-12.945	eV
maximum force	4.2	eV/Å

```
18
Properties=species:S:1:pos:R:3:forces:R:3
C 1.28325 1.11430 -0.27951 0.6 -1.4 0.8
C 0.36836 0.12307 -0.08929 0.6 3.0 -0.4
N 0.46095 -0.78540 0.88787 0.5 -1.8 1.0
C 1.63270 -0.85393 1.74094 0.8 2.5 0.9
N -1.01896 0.14485 -0.62220 3.5 -1.6 1.5
C -1.84013 -0.50649 0.09625 -1.7 1.0 -2.3
C -1.32484 0.66874 -1.93068 -1.0 3.6 1.4
H 2.30729 0.92236 0.24598 -2.1 0.8 -1.4
H 1.03226 2.06022 -0.75491 0.3 -0.4 -0.1
H 0.02079 -1.67900 0.70304 0.4 -0.1 0.0
H 1.72774 0.18780 2.28229 0.2 -1.7 -1.5
H 1.44020 -1.44445 2.61442 -0.1 -1.0 0.0
H 2.58146 -1.14721 1.21143 -0.9 0.3 0.6
H -1.77800 -0.80991 1.09733 0.7 -0.3 1.0
H -2.70789 -0.64550 -0.47324 -1.9 -0.5 0.0
H -0.51939 1.30248 -2.30869 0.0 0.3 0.8
H -1.43043 0.06497 -2.76253 -0.8 -2.3 -1.0
H -2.23538 1.28311 -1.65849 0.9 -0.5 -1.4
```
Forces are in eV/Å.